1.
ORCA calculation (ωB97M-V with the def2-TZVPD basis set) on a structure of composition C43H38Cl3F3N2O3S2SbSeSiTi.

Atoms and positions in Å:
Sb 2.2820 -1.3035 0.0959
Se -2.3673 2.7356 1.8881
Ti -1.6225 0.4714 0.5446
Cl 2.7441 0.9240 3.1322
Cl 1.5686 -1.6022 3.9850
Cl -3.4431 -5.9786 3.7297
S -2.1905 -0.8504 -1.5450
S 0.1473 1.1358 -0.9557
Si -0.6436 3.9615 2.5973
F 0.5277 -3.2111 -5.6058
F 6.5913 -5.8412 0.9706
F 6.6448 3.0030 -1.2772
O -1.1658 -1.2509 1.1424
O 0.1186 0.8220 1.7904
O -1.0409 0.0973 3.5813
N -3.0078 1.7450 -0.7375
N -3.6119 -0.1460 1.0055
C 5.4051 -3.9564 1.7480
C 0.0992 3.4732 4.2697
C 3.7958 0.1344 -0.4349
C 0.7776 4.0755 1.3738
C 4.0548 -3.8517 -0.6775
C 5.0530 -0.2250 -0.9149
C 1.7598 -1.8965 -1.8964
C 5.0021 -4.8481 -0.4603
C -6.9840 1.2891 0.2677
C 6.0200 0.7339 -1.2085
C -2.7646 -4.5621 2.9301
C -3.5789 -3.4825 2.6823
C -1.4252 -4.5740 2.5621
C -2.6474 2.6471 -1.6221
C 4.4495 -2.9758 1.5087
C 0.6326 -2.7062 -2.0270
C -1.8320 -0.4495 -4.2265
C 3.5270 1.4902 -0.2364
C 3.7664 -2.8935 0.2931
C -1.3048 5.7169 2.8388
C -0.0198 0.3800 2.9793
C -6.6790 2.1958 -0.7104
C -6.0061 0.5005 0.8869
C -4.9049 3.2884 -2.0599
C 1.2875 0.1540 3.7958
C -4.6561 0.6128 0.5406
C -1.3285 -0.0889 -2.8520
C -5.3256 2.3622 -1.0832
C 0.2137 -3.1640 -3.2693
C -1.6913 -2.3267 1.6904
C 2.4517 -1.5303 -3.0469
C -4.3274 1.5913 -0.4492
C 4.4778 2.4629 -0.5182
C 0.9344 -2.7830 -4.3797
C -0.9031 -3.4434 1.9417
C -3.9259 -1.2629 1.7173
C 5.7048 2.0583 -1.0003
C -3.5737 3.4292 -2.3251
C -3.0679 -2.3325 2.0389
C 5.6598 -4.8734 0.7498
C 0.5513 1.4293 -3.6479
C -0.3039 0.7499 -2.6131
C 2.0450 -1.9686 -4.3018
H -1.8862 -1.5347 -4.3413
H 0.3156 2.4973 -3.7233
H -8.0152 1.1673 0.5818
H 4.2721 3.5148 -0.3670
H 0.3451 4.3700 4.8476
H -2.1083 5.7259 3.5803
H 3.5363 -3.8266 -1.6303
H 0.0351 -2.9573 -1.1570
H -0.8061 -5.4364 2.7671
H -3.2117 4.1433 -3.0533
H -2.8465 -0.0640 -4.3628
H -4.9616 -1.4150 1.9870
H 5.2981 -1.2704 -1.0631
H 5.9379 -4.0196 2.6882
H -1.2057 -0.0528 -5.0252
H 1.6052 1.3615 -3.3618
H -7.4435 2.7962 -1.1894
H 0.1436 -3.4025 1.6649
H 0.4336 4.4134 0.3943
H 1.1407 0.5428 4.7956
H -5.6476 3.8897 -2.5730
H -6.3239 -0.1840 1.6574
H -0.6772 -3.7684 -3.3779
H 0.4468 0.9837 -4.6370
H 2.5647 -1.6791 -5.2067
H 1.0246 2.9121 4.1234
H -1.5852 2.7837 -1.7612
H 2.5571 1.7976 0.1321
H 3.3157 -0.8797 -2.9755
H 1.2225 3.0867 1.2531
H 1.5480 4.7669 1.7359
H -0.5911 2.8600 4.8520
H -1.7112 6.1000 1.8997
H 6.9978 0.4634 -1.5861
H 4.2353 -2.2598 2.2972
H 5.2301 -5.5951 -1.2102
H -0.5118 6.3912 3.1812
H -4.6231 -3.5144 2.9685

The value obtained for the energy above the lowest of the compared OMol25 structures with the same formula, charge and spin is 0.359 eV. The spin multiplicity is 2. Its lowest unoccupied orbital energy (spin up / spin down) is 4.0329 / 4.0324 eV. The value obtained for the highest occupied orbital energy (spin up / spin down) is -0.6164 / -2.0533 eV. The expectation value of S² is 0.791. As for the total charge: -2. The gap between HOMO and LUMO (spin up / spin down) is 4.6494 / 6.0857 eV.

***

2.
ORCA calculation (ωB97M-V with the def2-TZVPD basis set) on a cluster of 2 separate species, C43H38F2NSi in total at a distorted geometry.

Atoms and positions in Å:
Si -0.9414 -1.2077 2.0238
F -3.0977 3.2907 -4.1365
F 3.1900 3.2902 -4.0959
N 1.6161 -0.8863 0.6320
C -0.5250 1.2939 3.3146
C 0.3443 -1.5859 0.6787
C 3.8016 3.1849 -0.8912
C 2.7649 1.1448 0.0502
C -0.6801 2.6764 3.4610
C 2.4675 -0.7780 -3.9785
C 2.7857 2.5783 -0.1124
C -2.0728 1.3285 1.4510
C -2.5621 -1.8932 1.3981
C -2.6544 -2.5817 0.1787
C 2.7845 5.3602 -0.5891
C -1.2508 0.1114 -3.9555
C -5.0166 -3.0030 0.5607
C -3.6791 -0.3012 -3.9878
C -2.3783 -0.7788 -3.9370
C -1.5395 1.5041 -4.0832
C -3.9501 1.0764 -4.0510
C 2.9497 1.9338 -4.0301
C 1.8006 4.7855 0.2283
C 0.3066 -3.1104 6.1208
C 4.0355 1.0731 -4.1186
C -1.5370 3.3883 2.6170
C -2.2324 2.7086 1.6137
C -1.4239 -2.4738 4.5381
C 1.6380 1.5112 -3.8860
C 0.0484 -0.4656 -3.8668
C -2.8563 1.9355 -4.0917
C 2.7082 -1.7140 0.1611
C -4.9375 -2.2888 1.7604
C -3.8729 -3.1380 -0.2307
C -1.2068 0.6125 2.2938
C 3.7793 4.5471 -1.1532
C 0.8998 -2.0849 4.0000
C -1.0439 -3.0152 5.7721
C 0.6978 -3.0828 0.5711
C -0.4551 -2.0011 3.6388
C 1.3468 0.1148 -3.9033
C 1.7197 0.4608 0.6187
C 3.7671 -0.3042 -4.0740
C 2.2060 -3.1532 0.3150
C 1.2750 -2.6427 5.2281
C -3.7240 -1.7212 2.1696
C 1.8016 3.4160 0.4718
H 2.2697 -1.8530 -3.9991
H 2.3335 -2.7004 5.4785
H 1.0497 2.9612 1.1183
H -3.6909 -1.1413 3.0978
H 2.7773 6.4338 -0.7877
H -4.9625 1.4727 -4.0718
H 0.8579 2.2497 -3.7634
H -2.9032 3.2497 0.9468
H 3.6385 0.6077 -0.3298
H 3.6284 -1.5209 0.7320
H 2.4327 -3.7142 -0.5932
H 0.6004 -3.5413 7.0797
H -1.8140 -3.3611 6.4615
H 0.4130 -3.6326 1.4751
H 0.0492 -1.5580 -3.8392
H 0.1215 -3.5018 -0.2581
H -5.8189 -2.1672 2.3889
H 1.0268 5.4124 0.6777
H -2.4817 -2.4140 4.2759
H 4.5403 4.9838 -1.8013
H -2.6278 0.8007 0.6703
H 4.5865 2.5485 -1.3058
H 5.0434 1.4736 -4.2154
H -0.7465 2.2330 -4.1881
H -2.1862 -1.8547 -3.8903
H 4.5985 -1.0080 -4.1263
H -0.2496 -1.3001 -0.2115
H 2.7171 -3.6313 1.1551
H -4.5153 -1.0017 -3.9782
H -0.1203 3.1929 4.2403
H 0.1314 0.7420 3.9926
H -3.9140 -3.6830 -1.1744
H 2.9435 -1.5017 -0.8979
H -1.6541 4.4672 2.7357
H -5.9604 -3.4499 0.2439
H 1.6762 -1.7032 3.3312
H 0.8913 0.9826 1.1008
H -1.7787 -2.6877 -0.4649

Its lowest unoccupied orbital energy is -6.1784 eV. The value obtained for the highest occupied orbital energy is -9.0496 eV. As for the total charge: +1. The gap between HOMO and LUMO is 2.8712 eV.

***

3.
ORCA calculation (ωB97M-V with the def2-TZVPD basis set) on a structure of composition C43H38F6N2O4P2ReS2.

Atoms and positions in Å:
Re 0.0165 -0.9835 0.2161
S -0.5150 -2.7060 2.3227
S -2.6548 -2.6019 -0.3621
P 0.6678 -1.3873 -2.0738
P -0.4641 0.9073 -1.1877
F -1.9101 -4.9457 1.8671
F -0.2230 -5.1162 3.1999
F -4.6425 -0.9294 -0.7677
F -5.2143 -3.0068 -0.5964
F -2.0394 -4.1332 3.8740
F -4.2465 -2.2929 -2.3995
O -1.7402 -1.5951 -1.0133
O 0.3352 -2.3112 3.4051
O 0.1460 -3.0167 1.0050
O -2.4368 -3.9440 -0.7942
N -2.7426 -2.2771 1.1208
N 0.0066 0.0654 -2.6018
C 3.5092 1.1258 0.6872
C 5.2006 -1.4956 -2.7219
C 2.0108 4.7711 -1.2635
C 0.7247 -3.9115 -3.1721
C 1.3760 -0.0983 1.0353
C 2.0428 1.7401 2.6116
C 0.2104 -4.9605 -3.9151
C 1.3065 3.9784 4.1192
C -4.6363 2.7195 -1.4613
C 0.8320 2.3790 2.3900
C 2.8853 2.2365 3.6058
C 2.4748 3.6471 -1.9311
C -1.3238 0.2381 3.5073
C -2.5716 2.1230 -2.5352
C -1.2490 -4.3575 2.8359
C -2.1392 1.5272 -1.3492
C 0.7978 4.7290 -0.5882
C 3.2629 -2.1179 -1.4465
C -2.2005 -0.5166 2.7329
C -3.8272 2.7000 -2.5939
C 0.5201 2.4253 -1.2345
C 0.0202 -2.7104 -3.0915
C -4.0593 0.5575 3.8281
C 1.7334 2.4741 -1.9158
C -2.9505 1.5426 -0.2222
C -1.8132 1.1329 4.4450
C -3.5738 -0.3545 2.9026
C -1.7056 -1.4838 1.6995
C 4.3960 -0.7925 -3.6106
C 0.0499 3.5636 -0.5800
C 4.6355 -2.1649 -1.6458
C -0.9925 -4.8070 -4.5901
C -1.1899 -2.5600 -3.7664
C 3.1732 -0.5480 2.5431
C -4.3002 -2.1760 -1.0733
C 0.4643 3.4926 3.1337
C 2.5077 0.5866 1.7282
C 2.5187 3.3425 4.3549
C 3.0233 -0.7559 -3.4239
C -4.1963 2.1532 -0.2763
C -3.1820 1.3014 4.6034
C 2.4535 -1.4105 -2.3341
C -1.6864 -3.6067 -4.5233
H 2.5906 5.6846 -1.2751
H 3.0695 1.9338 0.1019
H 5.2612 -2.7202 -0.9599
H 2.4001 -0.2166 -4.1284
H 3.4425 -1.3788 1.8871
H 0.4317 5.6069 -0.0728
H 1.8293 -0.6626 0.0634
H -2.6130 1.0866 0.7000
H -2.6253 -3.4908 -5.0475
H 1.6699 -4.0332 -2.6585
H 2.1089 1.5962 -2.4262
H 1.0223 4.8434 4.7036
H -5.6128 3.1834 -1.5078
H -1.3910 -5.6273 -5.1722
H -5.1280 0.6752 3.9532
H -4.1727 3.1506 -3.5147
H 4.8391 -0.2776 -4.4526
H -0.4871 3.9732 2.9432
H 4.0913 -0.1763 2.9955
H 0.7498 -5.8962 -3.9694
H -0.1760 0.3309 -3.5616
H -4.8237 2.1673 0.6054
H 4.3797 1.5198 1.2118
H -1.7503 -1.6379 -3.6884
H 3.1844 3.7110 5.1242
H -0.2549 0.1188 3.3928
H 2.5085 -0.9207 3.3212
H 6.2716 -1.5230 -2.8720
H -3.5622 2.0055 5.3319
H 3.4149 3.6820 -2.4660
H -0.9079 3.5448 -0.0724
H 3.8461 0.3337 0.0115
H -4.2533 -0.9517 2.3099
H 2.8232 -2.6414 -0.6024
H -1.1196 1.7023 5.0498
H 0.1559 1.9992 1.6354
H 3.8408 1.7675 3.8024
H -1.9286 2.1527 -3.4086

The value obtained for the energy above the lowest of the compared OMol25 structures with the same formula, charge and spin is 1.252 eV. Its lowest unoccupied orbital energy is -3.0294 eV. The value obtained for the highest occupied orbital energy is -10.9459 eV. As for the total charge: +1. The gap between HOMO and LUMO is 7.9166 eV.

***

4.
ORCA calculation (ωB97M-V with the def2-TZVPD basis set) on a structure of composition C43H38FFeN12O4Se at a distorted geometry.

Atoms and positions in Å:
Se 22.2757 14.2756 13.4259
Fe 19.1568 12.1791 15.9797
F 18.0166 20.1368 18.8910
O 20.8312 16.0077 18.6464
O 22.1217 14.0746 20.1909
O 24.3277 14.5604 20.0408
O 9.2983 16.5521 9.3228
N 17.5062 11.4908 15.1876
N 19.0999 21.7750 20.7549
N 19.9933 12.7633 14.3774
N 20.8698 11.6666 16.8261
N 21.9757 12.1143 18.7076
N 18.4291 12.1778 17.9042
N 13.9186 15.2824 13.4439
N 22.4762 18.2742 21.6286
N 19.2471 13.4477 19.6004
N 18.2853 24.4311 21.2507
N 13.4936 13.1476 12.8126
N 17.9739 13.9612 15.7408
C 13.1258 14.4967 12.6940
C 17.4466 16.2973 15.7583
C 20.7460 20.0514 21.2662
C 18.7636 24.0254 19.8963
C 23.1264 14.9085 20.1496
C 23.7799 20.3067 22.6045
C 19.3182 19.8400 19.3234
C 22.1557 11.2718 16.6455
C 19.7219 20.5666 20.4746
C 21.3912 16.7645 19.4713
C 16.3552 9.8300 13.8517
C 22.5529 16.3048 20.2298
C 23.0582 17.0839 21.2517
C 21.4031 18.8337 20.8929
C 18.4923 22.0881 22.0063
C 12.0539 14.9844 11.8786
C 18.6021 22.5550 19.6179
C 14.5094 13.0774 13.7626
C 9.2863 17.8935 8.8516
C 10.4123 14.7455 10.1760
C 11.0652 17.0234 10.9143
C 17.3269 10.2623 14.7679
C 11.2991 14.1870 11.0193
C 19.5186 12.6159 18.5667
C 17.3767 12.8501 18.4936
C 11.9113 16.4095 11.8619
C 17.8249 13.5977 19.5545
C 19.8756 18.6422 19.0042
C 15.7867 14.7521 15.0120
C 16.4553 12.3259 15.0007
C 16.1367 16.0990 15.3324
C 20.9364 13.3270 13.9382
C 22.9509 19.0081 22.8139
C 14.6827 14.4193 14.2095
C 18.8520 23.5071 22.3569
C 20.8154 12.1561 18.0794
C 10.2276 16.1411 10.1652
C 18.3365 15.1995 15.9858
C 22.8686 11.5157 17.7974
C 15.3657 11.9789 14.0942
C 15.3291 10.7126 13.4892
C 16.7497 13.6928 15.3154
C 20.9439 18.1148 19.7592
H 10.0419 18.1080 8.0532
H 16.4167 8.8815 13.3271
H 17.7410 17.3137 16.0615
H 22.1086 19.1268 23.5634
H 19.9923 14.0316 20.0856
H 21.1665 20.5355 22.1392
H 19.2281 22.3426 18.7601
H 13.2221 12.4693 12.1251
H 18.4293 23.8964 23.2819
H 24.8018 20.0941 22.2939
H 19.4124 18.1017 18.2348
H 22.2462 13.2585 19.4866
H 24.0715 16.8989 21.6033
H 17.5502 22.2296 19.5041
H 18.3423 25.4460 21.4128
H 16.3657 12.6629 18.1325
H 12.5892 17.0410 12.4966
H 23.8003 11.0948 18.1876
H 23.5700 18.3306 23.3492
H 11.0767 18.1168 10.8132
H 10.0233 14.1856 9.3462
H 17.4149 21.9241 21.9271
H 22.4779 10.8144 15.7444
H 11.5300 13.0684 10.9980
H 9.2248 18.5976 9.6814
H 18.0644 9.5178 15.1154
H 17.3121 14.1711 20.3360
H 17.2473 24.2813 21.3427
H 19.9141 23.6474 22.2638
H 23.8139 20.7772 23.6012
H 14.6372 10.4859 12.7103
H 19.2183 15.4331 16.5971
H 15.3569 16.8568 15.1763
H 18.8753 21.4246 22.7869
H 18.2805 24.6295 19.1251
H 8.2900 18.0031 8.3048
H 23.2722 20.9962 21.9054
H 19.8228 24.2212 19.8667

The value obtained for the energy above the lowest of the compared OMol25 structures with the same formula, charge and spin is 3.066 eV. The spin multiplicity is 6. Its lowest unoccupied orbital energy (spin up / spin down) is -4.8069 / -5.8279 eV. The value obtained for the highest occupied orbital energy (spin up / spin down) is -11.1405 / -11.1373 eV. The expectation value of S² is 8.776. As for the total charge: +2. The gap between HOMO and LUMO (spin up / spin down) is 6.3336 / 5.3094 eV.

***

5.
ORCA calculation (ωB97M-V with the def2-TZVPD basis set) on a structure of composition C43H38N6NiO9S2 at a distorted geometry.

Atoms and positions in Å:
Ni 0.1148 0.0743 -0.2338
S 0.3018 -2.5770 4.4329
S -2.0799 3.1526 -1.0446
O -2.7208 3.2680 0.2413
O 3.2860 -0.2603 2.5829
O 6.1437 2.6980 0.2284
O 0.5558 3.0601 3.1980
O 2.1639 -4.5155 -2.2340
O 0.0771 1.5251 1.5847
O 4.7585 1.1136 -0.7162
O -2.9367 3.5604 -2.1595
O 4.6079 -3.4851 0.0165
N 2.5156 -2.9329 2.1071
N 1.2909 -1.1765 1.1745
N 1.9742 -2.8570 -0.1911
N -1.3487 1.7366 -1.2238
N -0.2068 0.2583 2.1492
N 0.4801 0.8536 -2.2423
C -0.8444 5.6109 -1.5442
C -0.8663 -0.0784 3.4280
C 3.7277 -4.3893 3.5021
C 4.7462 -5.2720 3.7746
C -0.9558 -1.7767 -2.1732
C 2.7263 1.6862 0.6013
C 5.6087 -4.9281 1.5830
C 3.1098 3.5290 2.1621
C -0.6757 4.3111 -1.1124
C 4.4172 3.6826 1.7422
C 1.5472 5.9381 -1.5039
C 1.9527 0.6997 4.3600
C 6.0755 1.5778 -0.6178
C 0.9412 -0.5984 2.4299
C -1.1458 1.9169 -3.6567
C -0.4183 1.5660 -4.7642
C 1.9435 -2.2652 1.0203
C 0.7249 1.0359 5.0199
C 1.1622 0.5229 -3.3293
C 2.2556 2.5426 1.6308
C 4.9656 -2.1189 -0.0565
C 5.6930 -5.5677 2.8053
C 0.2638 6.4251 -1.7257
C 4.8687 2.8035 0.7817
C -0.9317 -2.7504 -3.1576
C 2.7525 6.8014 -1.7606
C 1.0222 -2.6667 -1.1982
C 3.5892 -3.7640 2.2499
C 1.8297 -5.8620 -2.0436
C -0.6947 1.5238 -2.3775
C -0.5274 0.7395 4.6241
C 4.5919 -4.0315 1.2929
C 1.0760 -3.6238 -2.2207
C 4.0292 1.8377 0.2181
C 0.1038 -3.6670 -3.2007
C 0.0167 -1.3068 3.3999
C 0.9321 2.4082 2.2303
C 0.7673 0.8479 -4.6115
C 2.0826 0.0525 3.1786
C 0.5933 3.8236 -0.8650
C 1.7011 4.6255 -1.0705
C 4.4667 0.0648 3.2516
C 0.0312 -1.6647 -1.1862
H 6.3399 -5.1116 0.8081
H 2.0858 0.9180 0.1580
H 2.7219 4.1714 2.9365
H 6.4885 -6.2723 3.0004
H 0.1343 7.4433 -2.0751
H -1.6995 -2.7759 -3.9210
H -1.7621 -1.0525 -2.1703
H -1.9473 -0.2207 3.3114
H 2.6316 -3.6066 -0.3670
H 0.6997 2.7993 -0.5506
H 4.4773 -0.3470 4.2675
H 4.8020 -5.7417 4.7468
H 6.4479 1.8564 -1.6167
H 4.3619 -1.4915 0.6017
H -2.0697 2.4677 -3.7329
H 0.8364 1.6067 5.9338
H -1.8401 5.9636 -1.7670
H 3.3077 6.9794 -0.8395
H 0.1615 -4.4053 -3.9888
H 6.7295 0.7758 -0.2164
H 6.0297 -1.9928 0.1873
H 2.9872 -4.1663 4.2572
H 2.4567 7.7610 -2.1815
H 2.7695 -6.4155 -2.0301
H -0.7624 1.8464 -5.7527
H 1.3113 -6.0184 -1.0900
H 1.9907 -2.7789 2.9761
H 4.6136 1.1483 3.2982
H -1.3647 1.0540 5.2331
H 1.3500 0.5400 -5.4691
H 5.0658 4.4448 2.1465
H 2.6909 4.2166 -0.9130
H 4.7912 -1.8170 -1.0870
H 2.0904 -0.0140 -3.1638
H 5.2698 -0.3915 2.6720
H 2.8433 1.0970 4.8247
H 1.1968 -6.2451 -2.8527
H 3.4305 6.3126 -2.4600

The value obtained for the energy above the lowest of the compared OMol25 structures with the same formula, charge and spin is 9.079 eV. The spin multiplicity is 3. Its lowest unoccupied orbital energy (spin up / spin down) is 3.8651 / 3.8644 eV. The value obtained for the highest occupied orbital energy (spin up / spin down) is -0.5367 / -0.7256 eV. The expectation value of S² is 2.013. As for the total charge: -2. The gap between HOMO and LUMO (spin up / spin down) is 4.4018 / 4.5900 eV.

***

| no. | E_tot (eV) |
| --- | --- |
| 1 | -224606.1764 |
| 2 | -60003.1567 |
| 3 | -115054.9507 |
| 4 | -173716.2491 |
| 5 | -135283.2437 |